(1)
Computed, not measured: a molecular structure, C25H41CeN2P in a non-equilibrium geometry, with ωB97M-V/def2-TZVPD.

The geometry in XYZ format:
```
70
Properties=species:S:1:pos:R:3:mulliken_charge:R:1
C -2.72 0.31 -3.96 -0.903
C -2.46 -0.94 -3.41 -0.744
C -1.75 -1.11 -2.21 -0.016
C -1.34 0.04 -1.50 0.825
C -1.58 1.31 -2.07 0.940
C -2.30 1.46 -3.28 -1.005
C -1.58 -2.55 -1.79 -0.449
C -0.19 -3.29 -1.67 -0.886
N 1.12 -2.71 -1.80 0.208
Ce -0.75 0.59 0.96 0.249
C -0.95 2.60 -1.54 -1.716
P 0.74 2.32 -0.79 1.045
H -2.79 -1.82 -3.96 0.427
H -2.42 2.46 -3.70 0.458
H -3.22 0.41 -4.93 0.419
H -1.58 3.17 -0.82 0.527
H -0.70 3.27 -2.39 0.633
H -2.17 -2.73 -0.88 0.309
H -2.12 -3.14 -2.54 0.362
H -0.20 -3.79 -0.68 0.353
C 1.17 3.98 -0.21 -1.278
C 1.72 2.07 -2.32 -1.322
H -0.25 -4.11 -2.42 0.257
C 1.45 -1.70 -2.80 -0.624
C 2.05 -2.88 -0.69 -0.432
H 1.86 0.43 1.30 0.332
H 1.98 -2.13 -3.68 0.301
H 0.56 -1.16 -3.15 0.188
H 2.13 -0.94 -2.38 0.109
H 2.80 -3.67 -0.92 0.278
H 2.61 -1.96 -0.45 0.226
H 1.52 -3.17 0.23 -0.101
H 1.94 3.02 -2.83 0.430
H 2.67 1.57 -2.06 0.415
H 1.21 1.40 -3.03 0.321
H 1.18 4.70 -1.03 0.439
H 0.44 4.28 0.55 0.356
H 2.15 3.91 0.27 0.421
H 1.65 -0.25 1.52 -0.142
C 0.84 0.46 6.83 -1.632
C 0.16 0.71 5.51 0.485
C -0.20 2.03 5.17 -0.857
C -0.86 2.32 3.99 0.577
C -1.30 3.72 3.66 -1.590
C -1.33 1.25 3.18 -0.110
C -0.88 -0.10 3.47 0.662
C -0.15 -0.33 4.67 -0.651
N -1.21 -1.07 2.52 0.378
C -1.59 -2.46 2.92 1.128
C -0.36 -3.34 3.12 -0.951
C -2.44 -2.44 4.19 -1.720
C -2.42 -3.03 1.78 -1.181
H 1.71 1.12 6.94 0.406
H 0.17 0.68 7.67 0.369
H 1.17 -0.57 6.92 0.364
H 0.00 2.83 5.89 0.503
H -2.07 4.04 4.38 0.352
H -0.47 4.44 3.71 0.414
H -1.74 3.78 2.66 0.335
H -2.29 1.45 2.60 0.699
H 0.10 -1.36 4.95 0.226
H 0.30 -2.98 3.92 0.250
H -0.69 -4.36 3.39 0.429
H 0.24 -3.42 2.20 -0.059
H -3.32 -1.80 4.07 0.384
H -2.79 -3.46 4.41 0.470
H -1.88 -2.10 5.07 0.406
H -3.25 -2.35 1.54 0.432
H -1.81 -3.18 0.88 -0.196
H -2.85 -4.01 2.07 0.468
```

Calculated values
Highest occupied orbital energy (alpha / beta) = -12.5471 / -12.5476 eV
Relative energy (zero: lowest compared OMol25 entry of this formula, charge and spin) = 0.465 eV
Molecular weight = 540.71 g mol⁻¹
Gap between HOMO and LUMO (alpha / beta) = 4.45 / 4.32 eV
Charge = +2

(2)
Computed, not measured: a molecular structure, C25H41Cl3N3O3RhSSi in a non-equilibrium geometry, with ωB97M-V/def2-TZVPD.

The geometry in XYZ format:
```
78
Properties=species:S:1:pos:R:3:mulliken_charge:R:1
C 2.83 5.06 0.24 -1.603
C 2.32 4.15 1.27 0.729
H 2.43 6.05 0.38 0.435
H 2.52 4.70 -0.73 0.155
H 3.92 5.05 0.26 0.338
C 2.13 4.52 2.56 0.065
C 2.31 5.91 3.13 -1.576
H 2.18 3.70 3.30 0.336
H 1.61 6.72 2.92 0.294
H 3.35 6.20 2.97 0.354
H 2.23 5.73 4.21 0.406
Rh -0.53 -1.89 -0.76 0.024
Cl 1.28 -2.12 -2.25 -0.657
Cl -2.50 -0.96 -1.83 -0.608
H -3.06 -6.25 -2.25 0.267
H -0.65 -5.88 -5.08 0.266
C -3.09 -5.67 -3.18 -0.920
C -1.41 -5.10 -4.88 -1.086
N -1.79 -5.06 -3.47 0.197
H -3.88 -4.91 -3.10 0.299
C -1.05 -4.28 -2.64 -0.050
O -1.39 -3.91 -1.52 -0.646
H -0.99 -4.13 -5.19 0.377
H -0.04 -4.08 -3.12 0.355
H -3.29 -6.30 -4.08 0.418
H -2.34 -5.32 -5.44 0.450
H -1.83 3.05 0.25 -0.184
H -1.40 3.33 3.40 0.358
C -2.67 2.75 0.90 -0.616
C -2.21 2.58 3.31 -1.160
N -2.18 1.92 2.00 0.451
H -3.42 2.18 0.32 0.395
C -2.44 0.55 2.01 0.107
O -3.22 -0.07 1.30 -0.555
H -2.09 1.81 4.09 0.344
H -1.82 0.07 2.81 0.134
H -3.14 3.63 1.34 0.291
H -3.17 3.11 3.41 0.403
O 0.71 3.19 -0.11 -0.670
C 1.79 2.81 0.66 -0.322
C 0.94 1.60 2.90 0.942
C 1.72 1.64 1.74 -0.425
H 0.23 2.41 3.05 0.451
C 1.15 0.60 3.87 -0.982
H 2.76 2.54 0.16 -0.109
C 2.69 0.62 1.58 0.113
H 0.48 0.57 4.74 0.345
C 2.20 -0.31 3.75 -0.688
C 2.92 -0.35 2.56 -0.677
H 3.31 0.65 0.69 0.253
H 2.40 -1.02 4.56 0.357
H 3.69 -1.11 2.39 0.427
Si -0.46 2.41 -2.49 0.838
Cl 0.38 -0.15 0.18 1.358
C -2.34 2.47 -2.20 -1.022
C -0.61 0.87 -3.70 -0.825
C 0.85 3.66 -2.75 -0.971
H -2.73 1.78 -1.43 0.058
H -2.80 2.12 -3.15 0.476
H -2.63 3.52 -2.00 0.439
H 0.79 4.52 -2.07 0.254
H 0.60 3.93 -3.79 0.479
H 1.87 3.24 -2.69 0.330
H -0.05 -0.06 -3.47 0.067
H -0.25 1.24 -4.69 0.400
H -1.66 0.56 -3.83 0.269
S 0.41 -2.20 1.33 -0.215
C 0.68 -3.84 1.11 0.454
N 1.68 -4.24 0.28 0.116
C 1.74 -5.53 -0.14 -0.447
C 0.76 -6.42 0.28 -0.518
C -0.16 -6.05 1.27 -0.391
C -0.23 -4.73 1.67 -0.722
H 2.25 -3.52 -0.20 0.246
H 2.57 -5.79 -0.78 0.421
H 0.72 -7.41 -0.16 0.421
H -0.84 -6.77 1.72 0.405
H -1.02 -4.30 2.27 0.476
```

Calculated values
Highest occupied orbital energy (alpha / beta) = -6.5849 / -7.2705 eV
Relative energy (zero: lowest compared OMol25 entry of this formula, charge and spin) = 3.293 eV
Molecular weight = 701.04 g mol⁻¹
Gap between HOMO and LUMO (alpha / beta) = 5.93 / 5.25 eV
<S²> = 6.03
Spin multiplicity = 5

(3)
Computed, not measured: a molecular structure, C25H41Cl3N3O3SSiY in a non-equilibrium geometry, with ωB97M-V/def2-TZVPD.

The geometry in XYZ format:
```
78
Properties=species:S:1:pos:R:3:mulliken_charge:R:1
C 1.12 0.85 -4.37 -1.312
C 2.48 0.24 -4.16 0.155
H 1.23 1.85 -4.80 0.377
H 0.58 0.91 -3.42 0.179
H 0.50 0.26 -5.06 0.251
C 3.58 0.63 -4.82 0.219
C 3.62 1.70 -5.85 -1.467
H 4.53 0.12 -4.65 0.283
H 3.02 2.58 -5.56 0.354
H 3.24 1.35 -6.83 0.281
H 4.65 2.03 -6.01 0.369
Y -2.84 0.21 1.27 1.003
Cl -4.32 -1.85 1.22 -0.614
Cl -2.34 0.32 -1.22 -0.524
C -1.10 -2.44 2.06 0.226
O -1.27 -1.21 2.32 -0.489
N -0.11 -3.18 2.53 0.318
C 0.83 -2.65 3.51 -0.933
C 0.12 -4.55 2.05 -0.858
H -1.82 -2.96 1.40 0.228
H 0.34 -1.95 4.19 0.297
H 1.69 -2.15 3.04 0.205
H 1.22 -3.51 4.07 0.414
H -0.80 -4.95 1.61 0.324
H 0.43 -5.16 2.90 0.325
H 0.92 -4.58 1.29 0.304
H -3.15 4.79 -0.32 0.327
H -0.82 3.11 -0.38 0.246
C -2.72 5.18 0.62 -0.879
C -0.59 3.92 0.33 -0.858
N -1.75 4.23 1.17 0.174
H -3.53 5.33 1.34 0.309
C -2.18 3.30 2.03 0.021
O -1.72 2.13 2.10 -0.475
H 0.25 3.62 0.96 0.294
H -3.02 3.62 2.67 0.341
H -2.22 6.12 0.42 0.330
H -0.33 4.82 -0.22 0.360
O 2.27 -0.16 -1.84 0.018
C 2.57 -0.82 -3.06 0.228
C 5.04 -0.99 -2.49 0.109
C 3.89 -1.57 -3.03 0.158
H 4.95 -0.02 -2.01 0.649
C 6.27 -1.65 -2.62 -0.971
H 1.77 -1.54 -3.27 0.335
C 3.95 -2.83 -3.65 -0.417
H 7.16 -1.18 -2.20 0.394
C 6.34 -2.88 -3.28 -0.412
C 5.18 -3.47 -3.80 -0.696
H 3.02 -3.27 -4.01 0.394
H 7.31 -3.37 -3.39 0.375
H 5.24 -4.44 -4.31 0.378
Si 2.17 -0.43 -0.21 -0.381
Cl -4.61 2.16 0.90 -0.581
C 3.49 0.61 0.61 -1.073
C 2.41 -2.27 0.11 -0.808
C 0.50 0.17 0.31 -0.222
H 4.51 0.36 0.28 0.341
H 3.44 0.49 1.71 0.356
H 3.32 1.67 0.38 0.304
H 0.28 1.13 -0.16 -0.213
H 0.42 0.27 1.40 0.460
H -0.26 -0.53 -0.05 0.006
H 3.31 -2.67 -0.39 0.402
H 1.55 -2.83 -0.28 0.242
H 2.51 -2.48 1.18 0.327
S -4.15 0.44 4.08 -0.358
C -5.81 0.65 4.03 0.338
N -6.35 1.93 4.04 0.058
C -7.68 2.17 4.21 -0.241
C -8.57 1.12 4.32 -0.542
C -8.08 -0.19 4.20 -0.202
C -6.73 -0.42 4.03 -0.497
H -5.70 2.70 3.90 0.187
H -7.98 3.22 4.27 0.366
H -9.63 1.31 4.48 0.356
H -8.77 -1.03 4.25 0.381
H -6.30 -1.41 3.90 0.347
```

Calculated values
Highest occupied orbital energy = -7.9565 eV
Relative energy (zero: lowest compared OMol25 entry of this formula, charge and spin) = 0.000 eV
Molecular weight = 687.04 g mol⁻¹
Gap between HOMO and LUMO = 8.00 eV

no.,E_tot (eV)
1,-51768.38569
2,-96484.78005
3,-94535.78688